Molecular formula: C6H16NP
Method: DFT, ωB97M-V/def2-TZVPD

Last column: natural (NBO) charge in e.
Geometry (Å):
H1 -1.4506 -0.4634 -2.3098  0.219
H2 1.4157 1.1361 0.0858  0.199
H3 -1.1738 -1.5650 1.6222  0.195
H4 1.4402 -1.3832 1.8723  0.212
H5 -0.7388 -3.0887 0.1492  -0.058
C1 -0.2083 0.4943 -0.7907  0.177
H6 -0.5120 2.0528 0.6854  0.195
C2 -0.9992 1.6746 -0.2136  -0.626
H7 1.0337 -2.4439 0.3583  -0.086
H8 -1.9108 1.4035 0.1667  0.217
H9 -1.0580 2.4956 -0.8448  0.215
H10 0.6057 -0.6272 3.1589  0.205
H11 -1.1857 1.1206 -2.7313  0.209
P1 -0.0507 -2.1862 -0.6456  0.544
H12 1.1098 0.3238 1.8612  0.190
C3 1.2882 0.7648 -0.8299  -0.619
H13 1.5705 1.3697 -1.6340  0.216
C4 -0.6685 0.2478 -2.3104  -0.624
N1 -0.6141 -0.7530 0.0289  -0.754
H14 1.7719 -0.3349 -0.9343  0.206
H15 -1.2976 0.0941 1.8831  0.193
H16 0.1872 -0.0089 -2.8601  0.209
C5 0.6875 -0.6402 2.1602  -0.621
C6 -0.6914 -0.6877 1.4372  -0.211

Values from the calculation:
Kohn-Sham gap	9.6	eV
calculated total energy	-634.226197	Ha
energy above the lowest of the compared OMol25 structures with the same formula, charge and spin	1.0485	eV
net charge	0
spin multiplicity	1